Here is C3H6OS in the gas phase in a non-equilibrium geometry from the OMol25 dataset. Energies are from ωB97M-V with the def2-TZVPD basis set.

Atoms and positions in Å:
C (0.00946, -0.06498, -0.29534)
C (2.12367, -0.66222, -0.50133)
C (-1.18090, -0.84945, -0.63350)
O (2.94186, 0.46777, -0.49833)
S (1.04070, -0.73506, 0.95354)
H (0.02135, 1.05653, -0.45072)
H (1.65630, -0.85184, -1.51848)
H (-1.48542, -1.21672, 0.32796)
H (-1.01462, -1.70496, -1.35388)
H (-1.94348, -0.25528, -1.13138)
H (3.63849, 0.46894, 0.13524)

**2S+1**: 1
**Strongest force on any atom**: 3.01 eV/A
**HOMO**: -7.92 eV
**Orbital gap**: 8.375 eV
**LUMO level**: 0.017 Ha
**Energy above the lowest of the compared OMol25 structures with the same formula, charge and spin**: 357.2 kJ/mol